Entry 1:
Formula: C38H86N10O12
Source: the Open Molecules 2025 dataset
Level of theory: ωB97M-V/def2-TZVPD

Structure (XYZ):
```
146
C38H86N10O12 ωB97M-V/def2-TZVPD
C -13.919 -19.206 -16.737
N -13.983 -20.605 -16.334
C -14.222 -21.742 -17.235
C -13.581 -20.893 -15.079
O -13.305 -22.034 -14.613
H -13.170 -19.216 -17.611
H -13.640 -18.567 -15.909
H -14.830 -18.978 -17.268
H -13.960 -22.619 -16.602
H -15.232 -21.718 -17.583
H -13.499 -21.757 -18.009
H -13.414 -20.001 -14.443
C -11.744 -13.960 -10.506
N -12.666 -13.018 -11.146
C -13.798 -12.566 -10.307
C -12.440 -12.589 -12.372
O -11.504 -12.990 -13.062
H -10.952 -14.353 -11.239
H -12.361 -14.844 -10.236
H -11.275 -13.461 -9.648
H -14.358 -13.374 -9.907
H -13.434 -11.883 -9.553
H -14.444 -11.991 -10.986
H -13.252 -11.901 -12.746
C -9.189 -13.956 -18.539
N -8.077 -14.649 -19.264
C -6.731 -14.584 -18.681
C -8.416 -15.640 -20.117
O -7.566 -16.409 -20.600
H -9.089 -14.110 -17.454
H -10.110 -14.376 -18.893
H -9.184 -12.940 -18.832
H -6.709 -15.231 -17.822
H -5.941 -15.014 -19.313
H -6.576 -13.508 -18.383
H -9.491 -15.640 -20.409
C -8.455 -22.156 -10.231
N -7.594 -21.079 -10.524
C -8.221 -19.756 -10.878
C -6.237 -21.203 -10.649
O -5.502 -20.274 -10.948
H -7.811 -23.036 -10.250
H -9.325 -22.237 -10.882
H -8.894 -22.161 -9.196
H -8.200 -19.130 -9.965
H -7.546 -19.288 -11.579
H -9.199 -19.759 -11.289
H -5.828 -22.223 -10.383
C -12.390 -18.743 -10.205
N -13.297 -18.243 -11.204
C -14.518 -17.642 -10.783
C -12.998 -18.335 -12.532
O -13.666 -17.911 -13.465
H -12.152 -17.928 -9.509
H -11.478 -19.198 -10.627
H -12.700 -19.614 -9.592
H -15.079 -18.220 -10.051
H -14.337 -16.696 -10.275
H -15.086 -17.287 -11.619
H -12.004 -18.738 -12.690
C -10.757 -24.481 -14.284
N -10.606 -23.090 -14.405
C -10.410 -22.490 -15.744
C -10.692 -22.295 -13.324
O -10.492 -21.089 -13.260
H -9.812 -24.941 -14.591
H -11.592 -24.888 -14.847
H -10.970 -24.710 -13.224
H -11.389 -22.548 -16.248
H -10.187 -21.431 -15.713
H -9.645 -22.985 -16.375
H -11.017 -22.826 -12.368
C -7.104 -21.503 -14.672
N -6.281 -22.474 -13.970
C -4.862 -22.380 -14.184
C -6.819 -23.465 -13.157
O -6.165 -24.380 -12.691
H -7.208 -21.743 -15.716
H -6.677 -20.519 -14.543
H -8.061 -21.378 -14.248
H -4.335 -23.136 -13.528
H -4.584 -22.407 -15.302
H -4.492 -21.376 -13.889
H -7.918 -23.448 -13.093
C -8.780 -11.612 -14.451
N -7.748 -11.704 -13.392
C -6.384 -11.370 -13.845
C -8.039 -12.405 -12.273
O -7.179 -12.808 -11.506
H -8.690 -12.386 -15.219
H -8.676 -10.651 -14.952
H -9.814 -11.727 -13.992
H -5.798 -11.010 -12.964
H -5.874 -12.334 -14.107
H -6.531 -10.640 -14.653
H -9.070 -12.704 -12.154
C -13.079 -14.737 -21.501
N -13.894 -15.075 -20.359
C -15.211 -14.528 -20.361
C -13.389 -15.811 -19.359
O -12.242 -16.137 -19.209
H -12.015 -14.823 -21.255
H -13.239 -13.733 -21.774
H -13.243 -15.358 -22.417
H -15.765 -14.857 -21.255
H -15.761 -14.912 -19.516
H -15.160 -13.449 -20.348
H -14.187 -16.054 -18.612
C -12.935 -11.949 -18.284
N -12.818 -11.806 -16.856
C -11.698 -12.558 -16.195
C -13.816 -11.306 -16.165
O -13.979 -11.247 -14.973
H -13.644 -11.230 -18.690
H -13.232 -12.995 -18.470
H -11.940 -11.805 -18.835
H -11.724 -13.591 -16.521
H -10.806 -12.095 -16.673
H -11.727 -12.537 -15.131
H -14.498 -10.877 -16.883
C -14.354 -14.782 -14.291
C -15.593 -13.853 -14.172
C -16.237 -13.892 -15.583
O -15.320 -14.677 -16.393
C -14.763 -15.666 -15.458
H -14.114 -15.414 -13.425
H -13.429 -14.231 -14.606
H -15.252 -12.828 -13.926
H -16.237 -14.247 -13.344
H -16.385 -12.987 -16.162
H -17.233 -14.357 -15.538
H -13.959 -16.213 -16.001
H -15.578 -16.333 -15.111
C -10.784 -16.519 -15.099
C -9.910 -17.780 -15.223
C -9.256 -17.850 -13.792
O -10.244 -17.173 -12.945
C -10.569 -16.011 -13.693
H -11.825 -16.822 -15.234
H -10.561 -15.718 -15.768
H -9.203 -17.718 -16.046
H -10.521 -18.685 -15.390
H -8.366 -17.285 -13.640
H -9.168 -18.867 -13.514
H -9.767 -15.272 -13.642
H -11.475 -15.542 -13.269
```

Summary:
M = 875.16 g/mol
Total energy = -2949.8563 hartree
LUMO = 0.0145 hartree
ΔE to the lowest compared entry with this formula, charge and spin = 45.7 kcal/mol
Gap between HOMO and LUMO = 9.3246 eV
SMILES = CN(C)C=O.CN(C)C=O.CN(C)C=O.CN(C)C=O.CN(C)C=O.CN(C)C=O.CN(C)C=O.CN(C)C=O.CN(C)C=O.CN(C)C=O.C1CCOC1.C1CCOC1

***

Entry 2:
Formula: C2H6N2O3
Source: the Open Molecules 2025 dataset
Level of theory: ωB97M-V/def2-TZVPD

Structure (XYZ):
```
13
C2H6N2O3 ωB97M-V/def2-TZVPD
O -0.788 1.714 0.856
C -0.082 0.808 1.533
C -0.295 -0.640 1.383
O 0.865 -0.099 0.795
H -1.005 1.339 -0.087
H 0.326 1.201 2.462
H -1.062 -0.963 0.682
H -0.122 -1.293 2.234
N 0.786 -0.656 -2.189
N 0.292 0.395 -1.620
O -0.934 0.365 -1.411
H 0.232 -1.503 -2.326
H 1.787 -0.668 -2.311
```

Summary:
M = 106.08 g/mol
Total energy = -414.9085 hartree
LUMO = 0.0206 hartree
ΔE to the lowest compared entry with this formula, charge and spin = 117.4 kcal/mol
Gap between HOMO and LUMO = 9.9640 eV
SMILES = O[C@H]1CO1.NN=O

***

Entry 3:
Formula: C40H116N10O13
Source: the Open Molecules 2025 dataset
Level of theory: ωB97M-V/def2-TZVPD

Structure (XYZ):
```
179
C40H116N10O13 ωB97M-V/def2-TZVPD
O 3.736 -2.060 -0.778
H 4.224 -2.494 -1.477
H 4.304 -1.343 -0.498
O 1.683 -1.342 3.596
H 0.773 -1.460 3.867
H 1.849 -0.407 3.713
O 1.627 -4.065 -0.594
H 2.531 -3.845 -0.821
H 1.257 -3.246 -0.265
C -0.018 -0.666 -3.834
C 1.116 -1.613 -3.287
C 1.838 -2.293 -4.434
O 0.954 -3.178 -5.086
C 0.994 -4.541 -4.629
N 2.077 -0.722 -2.636
H -0.588 -0.243 -3.007
H -0.776 -1.178 -4.427
H 0.375 0.070 -4.536
H 0.645 -2.353 -2.640
H 2.674 -2.878 -4.051
H 2.155 -1.635 -5.244
H 0.562 -4.699 -3.641
H 2.002 -4.929 -4.481
H 0.499 -5.247 -5.295
H 2.782 -1.240 -2.131
H 1.576 -0.146 -1.976
C -0.385 5.903 3.660
C 0.721 6.063 2.549
C 0.362 6.964 1.360
O 0.189 8.327 1.725
C -0.141 9.106 0.629
N 2.014 6.541 3.156
H -1.226 5.317 3.289
H -0.757 6.837 4.082
H 0.033 5.397 4.530
H 0.819 5.051 2.156
H -0.538 6.625 0.848
H 1.220 6.914 0.689
H 0.674 9.059 -0.093
H -0.159 10.128 1.009
H -1.147 8.849 0.297
H 2.163 6.128 4.065
H 2.027 7.550 3.211
C 1.588 -5.336 4.324
C 1.457 -4.968 2.845
C 0.014 -4.480 2.590
O -0.829 -5.623 2.729
C -2.105 -5.403 2.102
N 2.565 -4.177 2.437
H 2.436 -6.020 4.338
H 0.746 -5.818 4.820
H 1.800 -4.502 4.993
H 1.608 -5.822 2.185
H 0.055 -4.075 1.579
H -0.317 -3.726 3.304
H -2.059 -5.127 1.048
H -2.763 -4.697 2.608
H -2.637 -6.354 2.116
H 2.522 -4.013 1.442
H 2.493 -3.264 2.865
C -2.302 -3.346 -2.132
C -2.381 -4.340 -3.315
C -1.882 -5.712 -2.860
O -2.053 -6.693 -3.903
C -1.383 -7.888 -3.538
N -3.758 -4.463 -3.632
H -2.503 -3.780 -1.153
H -2.831 -2.423 -2.369
H -1.248 -3.094 -2.011
H -1.765 -3.872 -4.083
H -2.343 -5.945 -1.900
H -0.814 -5.606 -2.671
H -1.611 -8.103 -2.494
H -0.319 -7.690 -3.665
H -1.664 -8.738 -4.159
H -3.772 -5.274 -4.233
H -4.314 -4.680 -2.817
C -5.904 -7.995 1.412
C -6.235 -6.961 0.365
C -4.954 -6.379 -0.303
O -5.199 -5.052 -0.875
C -5.154 -4.025 0.106
N -7.174 -7.468 -0.600
H -5.474 -8.876 0.936
H -6.834 -8.382 1.829
H -5.250 -7.571 2.173
H -6.704 -6.142 0.911
H -4.644 -7.060 -1.096
H -4.191 -6.345 0.474
H -4.153 -3.845 0.496
H -5.853 -4.155 0.933
H -5.369 -3.041 -0.311
H -7.014 -7.079 -1.518
H -7.289 -8.458 -0.763
C 2.756 5.692 -2.291
C 3.820 5.964 -1.177
C 5.043 5.095 -1.385
O 6.012 5.256 -0.339
C 7.157 4.437 -0.582
N 4.161 7.389 -1.151
H 1.867 6.286 -2.081
H 2.470 4.644 -2.384
H 3.083 5.948 -3.299
H 3.410 5.700 -0.202
H 5.444 5.313 -2.374
H 4.754 4.044 -1.393
H 6.964 3.370 -0.479
H 7.911 4.685 0.165
H 7.666 4.597 -1.533
H 4.817 7.614 -0.417
H 3.326 7.924 -0.957
C -0.760 1.850 3.784
C -2.102 1.726 4.431
C -3.184 1.201 3.458
O -3.172 1.878 2.196
C -4.286 1.610 1.353
N -2.000 0.830 5.528
H -0.158 2.606 4.288
H -0.796 2.100 2.724
H -0.168 0.939 3.696
H -2.433 2.735 4.677
H -4.186 1.338 3.865
H -3.121 0.130 3.264
H -4.465 0.540 1.249
H -4.158 2.124 0.401
H -5.118 2.173 1.777
H -1.611 1.285 6.342
H -2.956 0.711 5.835
C -2.264 2.622 -2.228
C -3.233 3.615 -2.891
C -2.414 4.850 -3.384
O -1.752 5.531 -2.343
C -1.004 6.670 -2.753
N -3.730 2.935 -4.086
H -1.537 2.275 -2.963
H -2.783 1.693 -1.989
H -1.688 2.911 -1.349
H -4.072 3.861 -2.239
H -3.073 5.512 -3.947
H -1.649 4.628 -4.128
H -0.158 6.420 -3.393
H -0.647 7.148 -1.840
H -1.583 7.418 -3.295
H -2.942 2.489 -4.533
H -4.176 2.110 -3.712
C 5.089 -0.327 2.322
C 4.894 0.576 1.102
C 4.971 2.128 1.319
O 3.911 2.473 2.166
C 3.748 3.890 2.445
N 5.638 0.124 -0.047
H 6.124 -0.358 2.663
H 4.704 -1.344 2.238
H 4.672 0.035 3.262
H 3.871 0.416 0.760
H 4.856 2.599 0.343
H 5.943 2.467 1.679
H 3.408 4.347 1.515
H 4.624 4.473 2.729
H 2.931 4.123 3.127
H 5.441 0.568 -0.933
H 6.629 0.229 0.117
C -1.482 -1.377 1.082
C -0.236 -0.913 0.297
C 0.042 0.605 0.428
O 1.089 0.988 -0.438
C 1.350 2.359 -0.400
N 0.909 -1.624 0.700
H -1.271 -1.504 2.144
H -1.882 -2.244 0.557
H -2.311 -0.671 1.132
H -0.378 -1.094 -0.768
H 0.377 0.733 1.457
H -0.864 1.166 0.199
H 2.187 2.675 -1.023
H 1.450 2.714 0.625
H 0.495 2.901 -0.802
H 1.688 -1.140 0.277
H 1.144 -1.531 1.678
```

Summary:
M = 945.42 g/mol
Total energy = -3119.0274 hartree
LUMO = 0.0135 hartree
ΔE to the lowest compared entry with this formula, charge and spin = 54.4 kcal/mol
Gap between HOMO and LUMO = 8.8760 eV